(1)
Formula: C66H155N9O20
Source: OMol25
Level of theory: ωB97M-V with the def2-TZVPD basis set

Summary:
Max |F|   8.4 eV/A
Net charge   +4
E_HOMO   -9.20 eV
Gap between HOMO and LUMO   2.8 eV

Geometry (Å):
C -12.64154 -3.51881 7.65924
C -12.24884 -2.15765 7.10076
C -12.80498 -1.92159 5.70656
N -12.80191 -0.40115 5.34725
C -13.85783 0.43470 6.13338
C -14.11166 1.85170 5.58280
C -14.33537 2.00120 4.06196
C -13.25774 1.19992 3.26719
C -13.06912 -0.27305 3.78686
C -11.43524 0.23719 5.68228
H -12.32580 -4.27864 6.94435
H -13.69747 -3.46984 7.92517
H -12.07958 -3.67105 8.58072
H -11.16121 -2.09293 7.06977
H -12.56427 -1.38018 7.79657
H -13.87402 -2.09204 5.57922
H -12.17483 -2.44623 4.98840
H -14.81460 -0.08692 6.10901
H -13.51460 0.45085 7.16781
H -15.03242 2.25792 6.00150
H -13.28855 2.50045 5.88230
H -15.32408 1.57969 3.88064
H -14.35057 3.03834 3.72699
H -13.53175 1.19117 2.21224
H -12.29483 1.70839 3.31587
H -14.04363 -0.73525 3.62941
H -12.25841 -0.75017 3.23623
H -11.23737 1.20534 5.22223
H -10.65501 -0.38961 5.25049
H -11.39888 0.21297 6.77141
C -2.34459 3.85926 -0.60689
C -2.52030 2.78468 0.47818
C -1.42584 1.72779 0.36671
N -1.54260 0.66205 1.52467
C -0.30682 -0.32430 1.37909
C 1.01776 0.26714 1.84980
C 0.94824 0.93383 3.24874
C -0.21939 1.97598 3.25923
C -1.49998 1.32171 2.95026
C -2.78283 -0.25662 1.43993
H -1.35936 4.30249 -0.46212
H -3.10797 4.62862 -0.49076
H -2.30102 3.22223 -1.49028
H -3.46026 2.23364 0.44754
H -2.54205 3.35585 1.40629
H -0.38581 2.02019 0.22200
H -1.61380 1.14596 -0.53565
H -0.26609 -0.70242 0.35760
H -0.46073 -1.28506 1.87034
H 1.52360 0.86427 1.09108
H 1.77660 -0.50943 1.94579
H 1.89888 1.39599 3.51481
H 0.94573 0.09761 3.94790
H 0.02965 2.87716 2.69892
H -0.41882 2.45889 4.21584
H -2.25379 2.09773 3.08314
H -1.75269 0.57429 3.70233
H -3.66595 0.35947 1.60919
H -2.74883 -1.01955 2.21768
H -2.86227 -0.56377 0.39713
C -3.75316 -10.89869 14.78162
C -2.59603 -10.57189 13.79419
C -1.82016 -11.84373 13.45041
N -0.77169 -11.93869 12.24197
C 0.21524 -10.75587 12.11125
C 1.23937 -10.75190 13.26951
C 1.88549 -12.10916 13.50646
C 0.96707 -13.34409 13.48402
C -0.02277 -13.30542 12.29011
C -1.46936 -11.92828 10.90202
H -3.39282 -11.16092 15.77634
H -4.46434 -11.61651 14.37288
H -4.34613 -9.99619 14.92996
H -1.98953 -9.75879 14.19306
H -3.10972 -10.11222 12.94983
H -2.54895 -12.63223 13.26271
H -1.37293 -12.21557 14.37228
H -0.36777 -9.83718 12.17635
H 0.78618 -10.71376 11.18370
H 0.66074 -10.31648 14.08418
H 1.90765 -9.99924 12.85119
H 2.46794 -12.12976 14.42757
H 2.69530 -12.23393 12.78760
H 0.39186 -13.44174 14.40474
H 1.62564 -14.20951 13.41042
H -0.74856 -14.11779 12.32747
H 0.65498 -13.33528 11.43696
H -2.16163 -12.76090 10.77706
H -0.83740 -11.89624 10.01449
H -2.10049 -11.04495 10.99951
C -7.20869 -15.36091 11.10661
C -7.57597 -16.84199 11.07791
C -6.41095 -17.74854 10.87118
N -6.60190 -19.30990 11.13184
C -5.22272 -19.97884 11.35202
C -4.38040 -19.82488 10.05813
C -5.09271 -20.59483 8.92152
C -6.55971 -19.98898 8.60737
C -7.37794 -19.97890 9.96841
C -7.31592 -19.48662 12.49507
H -6.94291 -14.87146 10.16965
H -6.29304 -15.11976 11.64657
H -7.98785 -14.70000 11.48636
H -8.25444 -16.76033 10.22872
H -8.16298 -17.12511 11.95162
H -5.73169 -17.44198 11.66662
H -5.95004 -17.71650 9.88394
H -4.63452 -19.59764 12.18676
H -5.44322 -21.02170 11.57987
H -4.14604 -18.81204 9.73055
H -3.48080 -20.37819 10.32775
H -4.43339 -20.63069 8.05428
H -5.37754 -21.58114 9.28783
H -6.41029 -19.00115 8.17156
H -7.02050 -20.65741 7.88006
H -8.33079 -19.45100 9.93000
H -7.54829 -21.00464 10.29541
H -7.41343 -20.55846 12.66750
H -8.31922 -19.07983 12.36845
H -6.74264 -18.97886 13.27072
C -7.60364 -16.85090 2.49550
N -8.99188 -17.31581 1.97375
C -8.78537 -18.26923 0.78868
C -9.67048 -18.08690 3.13388
C -9.86126 -16.09881 1.52360
C -10.27758 -15.10957 2.66044
O -9.27126 -14.32332 3.20852
H -7.48810 -16.17280 3.34104
H -7.04832 -16.49622 1.62721
H -7.20269 -17.86143 2.57392
H -9.75567 -18.48489 0.34134
H -8.25387 -19.12740 1.19995
H -8.24438 -17.67095 0.05555
H -9.76217 -17.53358 4.06851
H -9.26554 -19.09219 3.25012
H -10.73924 -18.22714 2.97210
H -10.79530 -16.48167 1.11239
H -9.26481 -15.65137 0.72852
H -10.72405 -15.64774 3.49659
H -11.00247 -14.39945 2.26248
H -9.66543 -13.59977 3.70118
C -6.67287 -5.84494 4.72129
N -6.25802 -6.94988 5.72808
C -6.25547 -8.32723 5.04558
C -4.79934 -6.64386 6.27233
C -7.27808 -6.87474 6.89254
C -7.26367 -8.12805 7.85605
O -6.00898 -8.36866 8.38470
H -7.57852 -6.09482 4.16861
H -5.85818 -5.80499 3.99827
H -6.70781 -4.86479 5.19686
H -7.24179 -8.46880 4.60375
H -6.13145 -9.12325 5.77979
H -5.51776 -8.34873 4.24344
H -4.52098 -7.47211 6.92393
H -4.83521 -5.69924 6.81500
H -4.15588 -6.62055 5.39283
H -8.23489 -6.72909 6.39115
H -7.01738 -5.93753 7.38425
H -7.60484 -9.05338 7.39184
H -7.99502 -7.97706 8.65005
H -5.78430 -7.64433 8.97332
C -10.00568 -9.73394 -4.17337
N -10.79788 -9.96503 -2.89359
C -11.69280 -8.77937 -2.38358
C -11.76947 -11.15376 -3.01015
C -9.82189 -10.28316 -1.72471
C -8.75741 -9.17158 -1.29896
O -7.81983 -9.18664 -2.34560
H -10.76471 -9.83372 -4.94928
H -9.22531 -10.46864 -4.37171
H -9.54369 -8.74914 -4.10399
H -12.42071 -8.56184 -3.16519
H -11.07061 -7.90178 -2.20801
H -12.25060 -9.00559 -1.47485
H -11.25579 -11.97816 -3.50474
H -12.52891 -10.88598 -3.74477
H -12.25352 -11.30412 -2.04517
H -9.34689 -11.11662 -2.24222
H -10.35879 -10.68267 -0.86435
H -8.14972 -9.42387 -0.42995
H -9.14039 -8.18582 -1.03495
H -7.14857 -8.50580 -2.25918
C -1.32834 -13.96585 0.41476
N -1.38050 -12.41188 0.52928
C -2.60894 -11.93818 -0.30511
C -1.63944 -11.93491 2.00653
C -0.10726 -11.63692 0.06333
C 0.18261 -11.47874 -1.47679
O 0.31018 -12.79867 -2.00741
H -0.48492 -14.53754 0.80195
H -1.35213 -14.18617 -0.65247
H -2.20246 -14.42348 0.87800
H -2.56603 -10.85074 -0.24409
H -3.52682 -12.29988 0.15832
H -2.51369 -12.29950 -1.32906
H -2.45366 -12.53555 2.41199
H -1.82461 -10.86361 1.92838
H -0.76220 -12.16284 2.61201
H 0.66838 -12.22711 0.55135
H -0.13410 -10.61457 0.44040
H 1.02665 -10.88834 -1.83336
H -0.66081 -10.99284 -1.96736
H 1.24571 -12.95958 -2.15055
C -6.65209 2.02723 12.18944
N -6.04817 1.11381 11.11410
C -4.66115 0.54759 11.53543
C -7.13532 -0.00272 10.84500
C -5.98778 1.98771 9.82964
C -5.23809 1.41790 8.66110
O -6.21592 0.74537 7.87024
H -6.75492 1.43944 13.10160
H -7.57521 2.42235 11.76540
H -5.96901 2.84777 12.40908
H -4.55235 -0.30479 10.86483
H -4.63541 0.28257 12.59242
H -3.87122 1.28595 11.39784
H -8.02505 0.50055 10.46659
H -7.30958 -0.57048 11.75900
H -6.72226 -0.61048 10.03994
H -5.49326 2.88312 10.20621
H -6.99846 2.33859 9.62105
H -4.34118 0.85957 8.92924
H -4.82721 2.23703 8.07094
H -6.33882 1.28259 7.08418
O -4.87033 -4.38127 13.66526
C -5.07444 -5.09160 12.55484
O -6.24293 -5.41148 12.31220
O -4.09369 -5.41449 11.84984
H -3.91999 -4.29330 13.56182
O -13.52338 -8.93914 3.88849
C -12.21796 -8.87565 3.98859
O -11.60473 -9.56092 4.82479
O -11.58023 -8.13119 3.24307
H -13.66410 -8.19307 3.30097
O 0.53676 -8.08949 4.28470
C 1.55521 -7.38584 3.80747
O 2.75249 -7.71777 4.01069
O 1.30107 -6.48056 3.06340
H 0.08259 -7.54279 3.63935
O -0.89373 -6.47756 -0.61939
C -2.17817 -6.52370 -0.43065
O -2.61666 -6.81457 0.73817
O -3.04785 -6.39691 -1.34928
H -0.53759 -6.44345 0.27145
O -12.60259 -4.57955 0.84607
C -13.90091 -4.69076 0.68997
O -14.43081 -3.84847 -0.07073
O -14.53107 -5.63825 1.13159
H -12.44065 -5.42942 1.26213



(2)
Formula: C66H162N8O9
Source: OMol25
Level of theory: ωB97M-V with the def2-TZVPD basis set

Summary:
SMILES string   CCN(CC)CC.CCN(CC)CC.CCN(CC)CC.CCN(CC)CC.CCN(CC)CC.CCN(CC)CC.CCN(CC)CC.CCN(CC)CC.COCCOCCOC.COCCOCCOC.COCCOCCOC
Max |F|   3.1 eV/A
E_HOMO   -8.20 eV
Gap between HOMO and LUMO   8.8 eV

Geometry (Å):
C -3.97560 6.37125 2.62032
C -4.43916 5.14147 1.83048
N -4.65783 5.29982 0.40517
C -5.62795 6.31142 0.04856
C -6.98363 6.06006 0.66961
C -3.39104 5.52182 -0.31523
C -2.46388 4.31902 -0.34824
H -2.96758 6.70837 2.35247
H -3.90339 6.17984 3.69716
H -4.70108 7.18844 2.50350
H -3.72484 4.32455 2.03659
H -5.35904 4.72096 2.18510
H -5.21714 7.29944 0.29416
H -5.71917 6.28420 -1.04692
H -7.26361 5.01729 0.56534
H -7.00407 6.25525 1.73678
H -7.66474 6.69220 0.11639
H -2.86095 6.29996 0.19051
H -3.61819 5.81522 -1.34312
H -2.84830 3.48720 -0.96363
H -2.28357 3.90734 0.64413
H -1.48203 4.65830 -0.75133
C 3.34796 -3.17403 2.04810
C 3.17054 -4.57431 2.63678
N 3.08203 -4.59311 4.13690
C 2.23713 -5.75581 4.51978
C 0.75890 -5.46622 4.47755
C 4.33713 -4.64740 4.82323
C 4.22406 -3.98672 6.19669
H 3.11701 -3.17836 0.96936
H 4.40467 -2.87724 2.26666
H 2.72898 -2.44260 2.57967
H 2.24003 -4.95309 2.24256
H 3.93467 -5.26168 2.29034
H 2.49458 -6.62190 3.86981
H 2.55006 -6.08145 5.55923
H 0.47673 -4.72770 5.20594
H 0.46527 -5.14323 3.48273
H 0.12176 -6.35991 4.66836
H 5.07196 -4.12534 4.19663
H 4.71177 -5.70693 4.87163
H 3.89844 -2.97306 6.10092
H 5.19607 -3.91110 6.72870
H 3.51036 -4.52705 6.89460
C 3.50689 -6.24567 -1.15888
C 2.84745 -5.77809 -2.44778
N 3.35116 -4.43851 -2.79475
C 2.45293 -3.71094 -3.77202
C 2.83297 -2.26961 -4.02720
C 4.70987 -4.44329 -3.28378
C 5.54231 -3.32868 -2.62562
H 3.29389 -5.46433 -0.42638
H 4.55772 -6.41193 -1.27141
H 3.15592 -7.22233 -0.82101
H 2.92082 -6.47757 -3.30927
H 1.75532 -5.72016 -2.20325
H 2.32001 -4.19241 -4.75550
H 1.44931 -3.82113 -3.35998
H 3.76735 -2.18294 -4.56738
H 2.17967 -1.76452 -4.67864
H 2.86181 -1.69491 -3.09529
H 4.78510 -4.28147 -4.36770
H 5.15326 -5.44792 -3.16312
H 6.47739 -3.19919 -3.19179
H 5.70478 -3.50404 -1.54616
H 5.00745 -2.42193 -2.81282
C 2.00239 5.63943 4.88791
C 2.20578 5.14891 3.45461
N 2.28184 6.23360 2.45103
C 0.92564 6.84466 2.29543
C -0.04763 6.00330 1.53473
C 3.35158 7.20993 2.68575
C 3.86962 7.91065 1.45779
H 2.66035 6.42912 5.12824
H 2.22399 4.79148 5.52765
H 0.95714 5.89662 5.09771
H 3.14207 4.55611 3.42394
H 1.45401 4.40348 3.17351
H 1.13562 7.79874 1.74026
H 0.47426 7.15766 3.24446
H -1.00249 6.57421 1.39106
H -0.28832 5.10986 2.11367
H 0.22094 5.64360 0.55980
H 3.06925 7.98519 3.42864
H 4.19831 6.66678 3.12149
H 3.16284 8.62879 1.01081
H 4.82511 8.39403 1.66877
H 4.02806 7.25869 0.58720
C 6.38226 0.18252 -1.44509
C 5.46881 -0.14788 -0.22838
N 5.31857 1.03595 0.68401
C 4.46683 2.09587 0.04892
C 4.73948 3.48169 0.65249
C 4.71061 0.58181 1.96975
C 5.79115 0.07103 2.98776
H 5.85287 0.77730 -2.20585
H 6.75853 -0.73139 -1.94162
H 7.24001 0.73398 -1.08821
H 4.51783 -0.46073 -0.57296
H 5.89736 -0.95073 0.32554
H 4.73155 2.18427 -1.02140
H 3.38334 1.89474 0.21279
H 4.35425 3.51637 1.68486
H 5.78862 3.67629 0.53604
H 4.12175 4.28297 0.16766
H 3.99271 -0.18792 1.76442
H 4.22620 1.40522 2.46779
H 6.34478 0.94334 3.30970
H 6.51576 -0.52828 2.46922
H 5.24438 -0.46693 3.76210
C -2.26164 3.44091 5.33466
C -1.38237 3.40523 4.04267
N -0.64825 2.17162 3.84248
C 0.31876 1.96111 4.98653
C 1.51228 1.14155 4.60272
C -1.56124 1.02604 3.82856
C -2.62752 1.11233 2.75277
H -3.25966 2.99767 5.14704
H -2.39676 4.45542 5.71244
H -1.76123 2.85213 6.08427
H -2.05458 3.56866 3.17372
H -0.61561 4.19067 4.02335
H 0.64922 2.93098 5.37742
H -0.18328 1.49893 5.82251
H 2.01260 1.49537 3.68358
H 2.25668 1.06023 5.40658
H 1.27366 0.08018 4.49435
H -2.07545 0.89635 4.77948
H -1.02649 0.09852 3.72529
H -2.17225 1.37250 1.79268
H -3.42202 1.87792 2.91856
H -3.11978 0.11573 2.68652
C 0.53779 -0.09938 -6.25228
C -0.69303 0.01284 -7.07847
N -1.12874 -1.34015 -7.51364
C -2.09849 -1.20384 -8.61181
C -2.46655 -2.50869 -9.23903
C -1.49184 -2.26692 -6.38772
C -2.72761 -1.98696 -5.49902
H 1.30407 -0.51506 -6.89244
H 0.36742 -0.76988 -5.43027
H 0.85473 0.88444 -5.91211
H -1.48964 0.58311 -6.59147
H -0.44324 0.59717 -7.98032
H -3.03577 -0.70994 -8.30406
H -1.58683 -0.57343 -9.31335
H -3.07070 -2.34760 -10.14006
H -1.56429 -3.05004 -9.45064
H -2.99074 -3.06519 -8.44649
H -0.59355 -2.25265 -5.78006
H -1.46777 -3.27560 -6.72574
H -2.71574 -0.95631 -5.11600
H -2.66379 -2.70340 -4.64303
H -3.69570 -2.17557 -5.96309
C 0.79332 2.43018 0.62953
C 0.90591 0.93930 0.74383
N 0.90671 0.33228 -0.60103
C -0.37817 0.46269 -1.24551
C -0.41102 -0.28773 -2.61110
C 1.31144 -1.09194 -0.56862
C 0.36545 -2.06299 0.24606
H -0.23265 2.70722 0.49292
H 1.42176 2.69325 -0.24311
H 1.25956 2.96517 1.46805
H 1.85455 0.63135 1.17880
H 0.12334 0.54261 1.36003
H -0.67893 1.49278 -1.41182
H -1.13855 0.07367 -0.59535
H -1.37953 -0.08483 -3.01671
H -0.32770 -1.35947 -2.46429
H 0.38345 0.07486 -3.29029
H 1.47954 -1.46476 -1.59567
H 2.28005 -1.06517 -0.10977
H 0.71798 -3.11031 0.07929
H 0.44248 -1.83884 1.33245
H -0.69709 -1.94772 -0.05421
C -2.01723 -4.64368 -2.31922
O -2.89493 -3.59718 -2.13610
C -4.25113 -3.96598 -2.14096
C -5.15798 -2.75929 -1.71173
O -4.89326 -2.31824 -0.41902
C -3.95193 -1.14677 -0.28949
C -4.71103 0.14958 -0.14798
O -5.57161 0.29760 -1.26987
C -6.31272 1.47469 -1.27801
H -1.97893 -5.38423 -1.52944
H -1.06496 -4.14887 -2.18821
H -2.14831 -5.15424 -3.26835
H -4.41641 -4.77228 -1.39526
H -4.53292 -4.39092 -3.10523
H -6.23683 -2.97738 -1.84326
H -5.03928 -1.89753 -2.36280
H -3.27161 -1.27062 -1.10837
H -3.49480 -1.38062 0.67579
H -3.97209 0.98219 -0.09130
H -5.31342 0.15134 0.80066
H -5.70029 2.38979 -1.05036
H -7.15434 1.42491 -0.52420
H -6.87141 1.49024 -2.21496
C -4.81742 -5.36089 5.27772
O -5.00140 -6.76748 5.17354
C -3.99874 -7.38093 4.44947
C -3.84092 -6.95235 2.98917
O -3.00334 -5.81050 2.88330
C -3.16254 -5.09545 1.68578
C -2.29553 -3.89113 1.57581
O -2.57756 -2.87819 2.55984
C -1.75628 -2.92914 3.69045
H -5.55277 -4.96460 5.97016
H -4.93075 -4.86741 4.29005
H -3.78721 -5.15957 5.53932
H -4.30074 -8.44326 4.51280
H -3.02132 -7.22574 4.90743
H -4.81689 -6.81281 2.51313
H -3.32806 -7.79596 2.47660
H -4.23678 -4.82485 1.59698
H -2.87519 -5.75873 0.90010
H -2.49887 -3.44228 0.58385
H -1.26311 -4.24415 1.62382
H -2.03965 -3.71036 4.39154
H -1.88437 -1.89430 4.06299
H -0.68473 -3.11815 3.42452
C -3.56458 2.23596 -3.94916
O -2.24991 2.35077 -3.41137
C -1.49548 3.45052 -3.89113
C -0.13125 3.58850 -3.25390
O 0.77082 2.71647 -3.85896
C 2.01776 2.54462 -3.22531
C 2.72987 1.34464 -3.76937
O 3.41313 1.76436 -4.94767
C 4.10638 0.63628 -5.48600
H -4.05387 3.18663 -3.77495
H -4.04974 1.42410 -3.36747
H -3.56259 2.02597 -4.98071
H -2.05555 4.40432 -3.64613
H -1.30359 3.39773 -4.98049
H -0.08652 3.43175 -2.17526
H 0.29237 4.59780 -3.38347
H 1.92042 2.40579 -2.14301
H 2.66954 3.40160 -3.40968
H 2.03698 0.50871 -4.04727
H 3.45109 0.96556 -3.03459
H 3.36311 -0.10741 -5.82616
H 4.72901 0.14895 -4.70797
H 4.83250 0.86559 -6.29940